Record 1
Formula: C25H53FN6O17S2
Source: OMol25
Level of theory: ωB97M-V with the def2-TZVPD basis set

Structure (XYZ):
```
104
Properties=species:S:1:pos:R:3:forces:R:3:mulliken_charge:R:1
O 0.703 -2.121 2.566 0.4 0.7 -0.3 -0.5395
C 0.968 -1.446 1.615 0.4 -1.5 -0.2 0.3806
O 2.203 -1.169 1.166 0.2 0.5 0.7 -0.4592
C 2.105 -0.507 -0.103 1.0 -0.7 0.2 0.7093
C 0.645 -0.053 -0.130 0.1 -0.9 -1.4 0.9382
F 0.126 -0.257 -1.390 0.2 0.2 0.5 -0.1954
O 0.066 -1.037 0.711 -0.8 1.3 0.2 0.1655
H 2.947 0.182 -0.174 -0.6 0.6 0.2 -0.5912
H 2.351 -1.288 -0.835 -0.7 0.2 -0.3 -0.0340
H 0.392 0.970 0.151 0.1 -0.2 0.4 -0.2910
O -2.310 -0.277 -4.140 0.2 0.8 0.5 -0.5481
S -1.672 0.991 -3.962 -0.3 0.0 -0.1 1.0744
O -0.241 1.059 -4.003 -1.2 0.4 0.2 -0.5521
O -2.309 2.021 -5.015 0.9 -0.2 -0.6 -0.3696
C -3.472 2.684 -4.554 -0.8 -0.7 0.3 -0.3052
C -3.563 2.299 -3.056 -0.1 0.5 0.5 -0.3224
O -2.276 1.805 -2.679 1.0 -0.8 -0.8 -0.1646
H -3.416 3.732 -4.838 0.4 0.1 0.5 0.2894
H -4.359 2.285 -5.051 0.2 -0.1 -0.1 0.2607
H -4.293 1.517 -2.850 -0.1 0.0 -0.3 0.2860
H -3.754 3.143 -2.396 0.0 0.0 -0.1 0.2766
O 5.912 -3.312 -4.381 -0.6 0.4 0.6 -0.5483
S 4.914 -3.350 -3.350 1.1 0.9 -0.2 1.0700
O 4.630 -4.590 -2.734 -0.5 0.6 0.3 -0.5237
O 5.235 -2.176 -2.237 0.0 -1.7 0.0 -0.3496
C 4.983 -0.925 -2.837 0.0 0.1 -0.8 0.0728
C 3.908 -1.191 -3.924 -0.2 1.0 -0.2 -0.1316
O 3.605 -2.576 -3.844 0.0 -0.8 -0.3 -0.2334
H 4.648 -0.223 -2.077 0.2 -0.1 0.1 -0.0890
H 5.900 -0.607 -3.338 -0.1 0.3 0.3 0.3437
H 4.299 -0.872 -4.891 0.1 -0.6 -0.1 0.3092
H 2.972 -0.644 -3.812 0.0 -0.2 0.4 0.1407
C 7.068 4.145 2.686 0.0 -0.1 0.8 -0.8733
N 6.144 3.909 1.598 0.8 -0.1 -0.1 -0.1932
C 5.075 3.088 1.729 -0.7 0.7 0.3 0.5763
C 4.213 2.920 0.503 0.2 0.1 -1.1 -0.3807
O 4.779 2.591 2.801 0.0 -0.3 0.0 -0.6313
H 6.707 4.967 3.307 0.2 0.0 0.0 0.2789
H 8.087 4.344 2.358 -0.2 0.2 -0.4 0.3423
H 7.159 3.275 3.336 -0.3 -0.1 -0.1 0.2884
H 6.323 4.458 0.777 -0.4 -0.3 -0.3 0.2383
H 4.409 3.675 -0.264 0.1 0.1 0.1 0.4021
H 3.140 2.951 0.677 0.1 -0.1 0.5 -0.0663
H 4.449 1.974 0.010 0.0 -0.1 0.2 0.0039
C -1.663 -0.234 3.980 0.2 0.4 0.6 -0.9218
N -3.046 -0.589 3.823 -0.3 -0.2 -1.5 0.2755
C -3.971 -0.967 4.713 -0.6 -0.5 1.5 0.7880
C -5.363 -1.216 4.134 0.4 0.2 -1.2 -0.9703
O -3.785 -1.099 5.917 0.4 0.1 -0.1 -0.7080
H -1.009 -0.624 3.204 -0.5 -0.2 -0.3 0.1207
H -1.228 -0.629 4.897 -0.3 0.2 0.3 0.3377
H -1.591 0.856 3.932 0.3 0.1 0.3 0.3907
H -3.397 -0.465 2.879 0.2 -0.1 0.0 -0.0707
H -5.820 -0.247 3.918 -0.1 0.0 0.1 0.1994
H -6.046 -1.806 4.734 0.4 0.1 0.5 0.3341
H -5.262 -1.727 3.172 -0.1 0.1 0.0 0.2309
C -2.673 3.566 1.092 0.7 0.2 0.7 -1.1311
N -2.737 2.123 1.105 0.4 0.1 -0.2 0.5047
C -3.806 1.338 0.976 -1.5 -1.2 -0.2 0.9199
C -5.161 1.954 0.657 0.9 0.9 0.6 -1.4821
O -3.709 0.119 1.098 0.2 0.0 0.0 -0.7265
H -3.569 4.006 0.670 0.0 0.0 0.0 0.4951
H -1.775 3.938 0.593 -0.2 -0.3 -0.6 0.2259
H -2.500 3.954 2.101 -0.5 0.0 0.2 0.2997
H -1.914 1.583 1.347 0.1 0.5 0.1 0.0274
H -5.983 1.263 0.528 0.4 -0.4 -0.3 0.3332
H -4.964 2.599 -0.202 -0.7 0.1 -0.1 0.2108
H -5.442 2.579 1.510 0.0 0.2 -0.2 0.3853
C -2.410 -3.298 0.204 0.8 0.7 -0.8 -0.9053
N -1.376 -3.806 1.095 -0.3 -0.3 -0.5 0.1823
C -1.362 -5.130 1.363 0.0 -1.1 0.5 0.6354
C -0.325 -5.597 2.375 0.6 1.2 0.0 -0.9256
O -2.174 -5.930 0.918 0.0 0.5 0.0 -0.6595
H -3.338 -3.103 0.734 -0.1 -0.1 0.0 0.2338
H -2.548 -3.921 -0.679 -0.2 -0.5 0.4 0.4227
H -2.048 -2.371 -0.250 -0.1 0.2 0.4 0.1372
H -0.524 -3.294 1.268 -0.6 0.0 0.2 0.1626
H 0.454 -6.223 1.943 -0.4 -0.4 -0.1 0.2875
H -0.851 -6.060 3.206 0.1 -0.3 -0.1 0.2838
H 0.230 -4.740 2.774 -0.2 0.0 0.1 0.1490
C 0.256 -2.660 -3.183 0.2 -0.6 1.0 -0.3942
N -0.324 -3.281 -4.356 1.3 0.9 0.2 -0.0525
C -1.576 -3.770 -4.372 -1.5 -0.7 -1.0 0.6278
C -2.112 -4.192 -5.753 0.6 0.7 0.6 -1.0775
O -2.328 -3.812 -3.420 0.3 0.3 0.5 -0.5583
H 1.028 -1.907 -3.338 -0.3 0.1 -0.9 -0.1863
H 0.781 -3.415 -2.586 -0.3 -0.1 0.3 0.4103
H -0.510 -2.189 -2.576 -0.2 -0.2 -0.1 0.0942
H 0.345 -3.528 -5.063 -0.4 -0.1 -0.4 0.2581
H -1.290 -4.474 -6.411 -0.2 -0.3 -0.2 0.3424
H -2.589 -3.299 -6.164 0.1 0.0 -0.1 0.2225
H -2.898 -4.929 -5.643 0.3 -0.3 0.0 0.3169
C 1.048 4.859 1.923 0.9 -0.3 0.0 -0.9115
N 1.463 3.754 2.766 0.1 -0.2 0.3 -0.1075
C 0.872 2.534 2.773 -0.3 0.5 0.4 0.3954
C 1.362 1.574 3.820 0.9 -0.3 -0.4 -0.8191
O -0.058 2.275 2.015 0.1 -0.1 -0.3 -0.5750
H 1.840 5.606 1.981 -0.1 0.1 0.1 0.3743
H 0.114 5.303 2.260 -0.2 -0.1 -0.3 0.2736
H 1.057 4.516 0.887 -0.6 0.2 0.0 0.2871
H 2.255 3.895 3.370 0.0 -0.1 0.1 0.2762
H 1.044 0.564 3.573 -0.3 0.1 0.2 0.0134
H 1.051 1.863 4.822 -0.3 0.0 -0.1 0.3871
H 2.457 1.543 3.821 0.0 0.2 0.0 0.2759
```
Forces are in eV/Å.

Properties
Total charge: 0
ΔE to the lowest compared entry with this formula, charge and spin, kcal per mole: 0.0
Max |F|, eV/A: 1.9
Total energy, hartree: -3488.27442
E_HOMO, eV: -8.46
LUMO energy, eV: -0.3

***

Record 2
Formula: C25H54ClN5O7S
Source: OMol25
Level of theory: ωB97M-V with the def2-TZVPD basis set

Structure (XYZ):
```
93
Properties=species:S:1:pos:R:3:forces:R:3:mulliken_charge:R:1
C 0.675 2.597 0.277 0.0 0.7 -0.1 -0.7587
C 0.848 1.302 0.100 0.0 -0.6 -0.2 -0.2524
C -0.315 0.351 0.062 -0.4 0.0 -0.7 -1.5099
C -0.394 -0.747 1.160 0.3 0.2 0.1 1.6630
Cl 0.488 -0.122 2.604 -0.1 0.1 0.0 -0.2679
O -1.717 -0.889 1.637 0.0 -0.2 -0.2 -0.5265
C -2.725 -1.688 1.015 -0.4 -0.1 0.0 1.3095
C -4.000 -1.225 1.715 0.3 0.1 0.3 -1.9744
C -2.832 -1.459 -0.501 -0.1 0.3 -0.1 -1.0166
C -4.210 -1.679 -1.142 0.1 -0.2 0.0 -0.6017
C -4.074 -1.886 -2.642 0.2 0.1 -0.1 -0.8220
N -3.612 -0.648 -3.291 0.1 -0.2 -0.2 -0.6251
O -2.509 -3.039 1.417 0.2 0.1 -0.1 -0.4794
C -2.685 -4.092 0.505 0.1 -0.1 -0.1 0.0077
C -2.438 -5.455 1.192 -0.1 0.0 0.1 0.2794
C -1.808 -6.420 0.197 -0.2 0.0 -0.1 -1.4411
O -1.702 -5.347 2.388 0.2 -0.4 0.0 -0.5794
C 0.262 -2.082 0.733 0.2 -0.2 0.1 0.2845
S 0.590 -3.213 2.124 0.0 -0.1 0.1 -0.3072
N 1.492 -1.826 0.012 0.0 -0.2 -0.1 0.0826
C 2.052 -3.000 -0.668 0.0 0.5 -0.1 -0.8781
C 3.150 -2.518 -1.615 0.3 -0.4 -0.1 0.2019
C 4.594 -2.683 -1.100 -0.1 0.1 0.0 -0.6742
O 4.735 -2.624 0.312 0.0 -0.2 0.1 -0.5285
H 1.455 3.246 0.654 0.2 0.1 -0.8 0.3308
H -0.270 3.069 0.023 -0.3 -0.1 0.8 0.1527
H 1.842 0.896 -0.056 0.1 -0.1 0.8 0.5429
H -0.410 -0.140 -0.915 0.0 0.0 0.0 0.2560
H -1.221 0.945 0.196 0.0 0.0 0.0 0.4793
H -3.763 -1.109 2.773 0.0 -0.1 0.0 0.4688
H -4.783 -1.974 1.619 0.0 0.1 -0.1 0.3301
H -4.331 -0.255 1.342 -0.1 -0.1 -0.1 0.2564
H -2.083 -2.017 -1.067 0.1 -0.1 0.1 0.3540
H -2.599 -0.408 -0.649 0.1 0.0 0.0 0.7732
H -4.823 -0.790 -0.985 -0.1 -0.1 0.1 0.4070
H -4.737 -2.528 -0.704 0.0 0.0 0.0 0.3641
H -3.379 -2.717 -2.829 -0.1 -0.1 0.0 0.3021
H -5.028 -2.177 -3.083 -0.1 0.1 0.1 0.5132
H -3.885 -0.657 -4.268 -0.1 0.1 0.1 0.2744
H -2.598 -0.624 -3.312 0.0 0.1 0.1 0.1859
H -3.708 -4.126 0.110 0.0 0.1 -0.1 0.1350
H -2.011 -3.999 -0.358 0.1 0.1 0.1 0.1184
H -3.407 -5.861 1.493 0.0 0.1 0.0 0.3653
H -2.000 -7.456 0.472 0.1 0.0 0.1 0.3833
H -0.729 -6.253 0.130 0.0 0.0 0.0 0.3487
H -2.227 -6.269 -0.801 0.0 0.0 0.0 0.3749
H -0.772 -5.539 2.212 -0.1 0.2 0.0 0.3053
H -0.451 -2.656 0.126 -0.1 0.2 0.0 -0.7165
H 1.838 -2.756 2.305 0.0 0.0 0.0 0.1731
H 1.297 -1.164 -0.732 0.0 0.1 0.1 0.0807
H 2.448 -3.687 0.078 -0.2 -0.1 0.0 0.4878
H 1.266 -3.505 -1.250 0.1 -0.2 0.1 0.2588
H 2.962 -1.480 -1.884 0.0 0.0 0.0 -0.1705
H 3.084 -3.089 -2.546 0.0 0.1 -0.1 0.4217
H 5.027 -3.609 -1.491 0.0 0.0 0.1 0.2654
H 5.202 -1.862 -1.481 0.0 0.0 0.0 0.2725
H 4.560 -3.497 0.684 0.0 0.2 -0.1 0.3466
C 3.450 6.068 4.444 0.0 0.0 0.0 -0.9352
N 2.927 5.729 3.141 0.0 0.0 0.0 0.1673
C 1.761 6.436 2.627 0.0 0.0 0.0 -0.8624
C 3.478 4.770 2.371 -0.2 0.1 0.0 0.1029
O 3.052 4.461 1.274 0.2 0.0 0.0 -0.6408
H 2.699 5.905 5.221 0.0 0.0 0.0 0.3340
H 3.762 7.114 4.480 0.0 0.0 0.0 0.3304
H 4.313 5.441 4.662 0.0 0.0 0.0 0.2936
H 0.940 5.749 2.421 0.0 0.0 0.0 0.2138
H 2.003 6.943 1.693 0.0 0.0 0.0 0.2864
H 1.443 7.169 3.365 0.0 0.0 0.0 0.3735
H 4.350 4.280 2.834 0.0 0.0 0.0 0.2917
C 3.878 0.843 -6.322 0.0 0.0 0.0 -0.9424
N 3.454 0.450 -4.996 0.0 0.0 0.0 0.1577
C 4.379 0.582 -3.882 0.0 0.0 0.0 -0.8471
C 2.222 -0.032 -4.751 0.0 0.1 0.0 0.1124
O 1.826 -0.366 -3.649 -0.1 0.0 0.0 -0.5584
H 4.740 0.256 -6.645 0.0 0.0 0.0 0.3414
H 4.151 1.900 -6.345 0.0 0.0 0.0 0.3447
H 3.064 0.680 -7.026 0.0 0.0 0.0 0.2815
H 4.562 -0.388 -3.419 0.0 0.0 0.0 0.1666
H 3.971 1.246 -3.119 0.0 0.0 0.0 0.3186
H 5.318 0.988 -4.249 0.0 0.0 0.0 0.3737
H 1.589 -0.090 -5.652 0.0 0.0 0.0 0.2475
C -3.594 2.790 2.177 0.1 -0.1 0.1 -1.0568
N -2.713 3.930 2.306 -0.1 0.0 0.0 0.2360
C -2.287 4.358 3.626 0.0 0.0 0.0 -0.9765
C -2.251 4.605 1.235 0.1 -0.1 0.0 -0.0477
O -1.495 5.556 1.295 0.0 0.0 0.0 -0.5831
H -4.543 2.969 2.689 0.0 0.0 0.0 0.4154
H -3.134 1.893 2.598 0.0 0.0 0.0 0.3976
H -3.799 2.611 1.122 0.0 0.0 0.0 0.2686
H -2.590 5.389 3.812 0.0 0.0 0.0 0.3107
H -1.201 4.304 3.713 0.0 0.0 0.0 0.2618
H -2.740 3.707 4.371 0.0 0.0 0.0 0.4042
H -2.618 4.195 0.279 0.0 0.0 0.0 0.3914
```
Forces are in eV/Å.

Properties
Total charge: 0
Max |F|, eV/A: 0.9
Total energy, hartree: -2643.71986
E_HOMO, eV: -8.37
LUMO energy, eV: 0.6